Density functional theory data (ωB97M-V/def2-TZVPD) for a molecular structure, C51H77CsN4O2S in a non-equilibrium geometry.

CARTESIAN COORDINATES (ANGSTROEM)
Cs (-0.35, 1.18, 2.68)
C (-2.23, 3.39, 0.92)
N (-1.08, 3.32, 0.04)
C (-0.20, 4.46, 0.26)
C (-1.46, 3.22, -1.35)
C (-1.99, 1.86, -1.82)
N (-1.10, 0.72, -1.74)
C (-1.15, -0.03, -0.49)
C (-2.48, -0.70, -0.26)
C (-3.11, -1.33, -1.31)
C (-4.35, -1.95, -1.17)
C (-4.94, -1.90, 0.09)
C (-4.35, -1.28, 1.18)
C (-3.07, -0.67, 1.04)
O (-2.45, -0.09, 2.02)
C (-5.06, -1.22, 2.54)
C (-4.22, -1.92, 3.61)
C (-5.28, 0.25, 2.93)
C (-6.43, -1.90, 2.52)
C (-4.99, -2.65, -2.38)
C (-6.36, -3.23, -2.05)
C (-5.16, -1.64, -3.53)
C (-4.08, -3.79, -2.85)
C (0.26, 0.96, -2.20)
C (0.93, -0.29, -2.71)
C (0.42, -0.86, -3.87)
C (0.98, -1.99, -4.45)
C (2.11, -2.52, -3.83)
C (2.66, -1.99, -2.66)
C (2.04, -0.86, -2.03)
O (2.45, -0.36, -0.90)
C (3.93, -2.61, -2.06)
C (3.65, -3.18, -0.66)
C (4.49, -3.75, -2.90)
C (5.02, -1.53, -1.98)
C (0.36, -2.60, -5.71)
C (-1.08, -3.04, -5.40)
C (1.13, -3.82, -6.21)
C (0.33, -1.57, -6.84)
H (-2.91, 4.22, 0.67)
H (-1.87, 3.55, 1.95)
H (-2.79, 2.45, 0.90)
H (-0.70, 5.42, 0.02)
H (0.69, 4.36, -0.36)
H (0.11, 4.48, 1.31)
H (-0.57, 3.46, -1.95)
H (-2.22, 3.98, -1.60)
H (-2.29, 2.00, -2.86)
H (-2.91, 1.60, -1.28)
H (-0.87, 0.59, 0.37)
H (-0.37, -0.80, -0.58)
H (-2.60, -1.31, -2.27)
H (-5.91, -2.36, 0.22)
H (-3.23, -1.47, 3.67)
H (-4.10, -2.98, 3.37)
H (-4.71, -1.85, 4.59)
H (-4.34, 0.78, 2.97)
H (-5.76, 0.30, 3.92)
H (-5.94, 0.73, 2.21)
H (-6.36, -2.96, 2.27)
H (-7.11, -1.43, 1.80)
H (-6.88, -1.82, 3.51)
H (-7.06, -2.46, -1.74)
H (-6.30, -3.98, -1.26)
H (-6.77, -3.72, -2.94)
H (-5.81, -0.82, -3.22)
H (-5.60, -2.13, -4.40)
H (-4.20, -1.21, -3.82)
H (-3.96, -4.54, -2.06)
H (-3.09, -3.42, -3.11)
H (-4.50, -4.28, -3.74)
H (0.89, 1.41, -1.42)
H (0.21, 1.68, -3.02)
H (-0.46, -0.40, -4.31)
H (2.59, -3.38, -4.27)
H (2.91, -3.98, -0.73)
H (3.25, -2.41, 0.00)
H (4.56, -3.58, -0.22)
H (3.80, -4.59, -2.97)
H (5.41, -4.12, -2.43)
H (4.74, -3.43, -3.92)
H (4.64, -0.65, -1.47)
H (5.33, -1.23, -2.99)
H (5.90, -1.90, -1.45)
H (-1.08, -3.81, -4.62)
H (-1.56, -3.46, -6.29)
H (-1.68, -2.21, -5.05)
H (1.15, -4.62, -5.46)
H (2.16, -3.57, -6.46)
H (0.65, -4.22, -7.10)
H (-0.24, -0.68, -6.55)
H (-0.13, -1.99, -7.74)
H (1.34, -1.24, -7.08)
C (0.52, 4.67, 3.96)
C (0.57, 3.60, 4.88)
C (1.80, 2.92, 4.71)
C (2.51, 3.58, 3.68)
C (1.73, 4.66, 3.23)
C (2.18, 5.67, 2.21)
C (3.87, 3.24, 3.16)
C (2.28, 1.75, 5.51)
C (-0.48, 3.29, 5.91)
C (-0.59, 5.68, 3.86)
H (3.04, 6.25, 2.56)
H (1.39, 6.38, 1.97)
H (2.49, 5.21, 1.27)
H (4.63, 3.97, 3.47)
H (3.91, 3.21, 2.07)
H (4.22, 2.27, 3.52)
H (2.82, 2.03, 6.42)
H (2.95, 1.10, 4.93)
H (1.46, 1.10, 5.83)
H (-0.46, 3.97, 6.77)
H (-0.36, 2.28, 6.31)
H (-1.50, 3.35, 5.50)
H (-0.46, 6.53, 4.55)
H (-1.56, 5.23, 4.10)
H (-0.68, 6.10, 2.86)
N (1.50, -1.29, 1.56)
C (2.65, -1.27, 2.28)
S (2.74, -2.10, 3.74)
N (3.61, -0.52, 1.68)
C (4.89, -0.15, 2.09)
C (5.65, 0.55, 1.14)
C (6.92, 1.01, 1.44)
C (7.47, 0.78, 2.70)
C (6.72, 0.09, 3.64)
C (5.44, -0.38, 3.35)
H (0.84, -1.99, 1.83)
H (1.55, -0.99, 0.58)
H (3.36, -0.25, 0.72)
H (5.21, 0.75, 0.17)
H (7.47, 1.56, 0.69)
H (8.46, 1.14, 2.94)
H (7.13, -0.09, 4.63)
H (4.87, -0.90, 4.10)

total charge: -2
E_HOMO: -0.0513 Eh
energy relative to the best compared isomer or geometry (same formula, charge and spin): 31.2 kJ/mol
largest force on an atom: 1.90 eV/A

These are the Löwdin partial charges, in e, on atoms 1 to 6: 1.204 -0.135 -0.266 -0.101 -0.210 -0.168

Density functional theory data (ωB97M-V/def2-TZVPD) for 13 unconnected molecules or ions with the total composition C51H82F32N2O25S7 in a non-equilibrium geometry.

CARTESIAN COORDINATES (ANGSTROEM)
O (-2.24, -0.48, 6.35)
S (-2.01, -1.64, 5.51)
O (-0.80, -1.70, 4.65)
O (-2.01, -2.98, 6.50)
C (-1.52, -4.18, 6.09)
C (-2.24, -5.27, 6.93)
C (-3.52, -1.97, 4.55)
H (-0.45, -4.13, 6.32)
H (-1.51, -4.38, 5.02)
H (-2.03, -6.28, 6.59)
H (-3.32, -5.12, 6.86)
H (-2.07, -5.15, 8.00)
H (-4.33, -1.65, 5.21)
H (-3.59, -3.03, 4.31)
H (-3.53, -1.45, 3.59)
O (2.23, -8.12, 8.30)
S (2.70, -8.43, 6.97)
O (1.85, -8.88, 5.85)
O (3.64, -7.14, 6.55)
C (4.15, -7.08, 5.25)
C (3.23, -6.24, 4.41)
C (3.98, -9.72, 7.19)
H (4.26, -8.08, 4.82)
H (5.13, -6.60, 5.20)
H (3.37, -5.18, 4.58)
H (2.20, -6.60, 4.39)
H (3.43, -6.34, 3.35)
H (4.58, -9.33, 8.02)
H (4.53, -9.83, 6.25)
H (3.48, -10.65, 7.43)
O (12.42, 0.16, -1.46)
S (12.45, -0.19, -2.87)
O (13.52, -1.01, -3.45)
O (11.00, -0.87, -3.28)
C (9.82, -0.69, -2.45)
C (8.48, -0.65, -3.26)
C (12.30, 1.39, -3.84)
H (9.77, 0.20, -1.81)
H (9.87, -1.52, -1.74)
H (8.29, -1.40, -4.02)
H (8.36, 0.28, -3.81)
H (7.69, -0.61, -2.50)
H (11.53, 1.98, -3.33)
H (12.26, 1.20, -4.91)
H (13.26, 1.90, -3.75)
O (-7.74, -4.52, -9.40)
S (-6.62, -3.72, -9.79)
O (-6.81, -2.52, -10.65)
O (-5.77, -3.24, -8.46)
C (-4.80, -2.21, -8.51)
C (-5.47, -0.93, -8.07)
C (-5.32, -4.85, -10.52)
H (-4.15, -2.20, -9.38)
H (-4.14, -2.43, -7.67)
H (-6.32, -0.63, -8.69)
H (-4.85, -0.05, -7.94)
H (-5.98, -1.10, -7.12)
H (-4.47, -4.27, -10.88)
H (-5.87, -5.35, -11.32)
H (-5.05, -5.66, -9.84)
O (0.21, 4.46, 3.64)
S (-1.22, 4.75, 3.75)
O (-2.14, 3.69, 3.38)
O (-1.47, 5.32, 5.28)
C (-2.80, 5.15, 5.83)
C (-2.73, 5.68, 7.23)
C (-1.66, 6.27, 2.86)
H (-3.12, 4.11, 5.75)
H (-3.62, 5.55, 5.23)
H (-3.63, 5.42, 7.79)
H (-2.60, 6.75, 7.33)
H (-1.90, 5.27, 7.82)
H (-1.01, 7.05, 3.26)
H (-2.69, 6.54, 3.10)
H (-1.55, 6.12, 1.78)
O (4.39, 2.53, 8.99)
S (3.42, 3.42, 8.30)
O (2.40, 4.15, 9.08)
O (4.29, 4.42, 7.32)
C (3.62, 5.45, 6.65)
C (4.30, 5.47, 5.29)
C (2.49, 2.55, 6.94)
H (3.67, 6.40, 7.19)
H (2.53, 5.45, 6.58)
H (5.39, 5.51, 5.32)
H (3.91, 6.29, 4.68)
H (4.17, 4.52, 4.77)
H (3.12, 2.30, 6.08)
H (1.72, 3.23, 6.59)
H (2.21, 1.62, 7.43)
O (-9.37, 4.41, -2.30)
S (-9.06, 5.81, -2.55)
O (-9.82, 6.91, -1.94)
O (-7.43, 6.07, -2.12)
C (-6.50, 5.15, -2.56)
C (-5.31, 5.21, -1.58)
C (-8.88, 6.14, -4.39)
H (-6.18, 5.41, -3.56)
H (-6.93, 4.15, -2.64)
H (-5.00, 6.25, -1.44)
H (-4.46, 4.70, -2.04)
H (-5.48, 4.73, -0.61)
H (-9.79, 6.48, -4.89)
H (-8.54, 5.21, -4.85)
H (-8.09, 6.87, -4.54)
N (-0.95, 3.17, -6.37)
C (-1.63, 3.28, -7.53)
C (-1.34, 2.57, -8.68)
C (-0.45, 1.49, -8.57)
C (0.12, 1.22, -7.33)
C (-0.14, 2.08, -6.27)
H (-2.25, 4.16, -7.63)
H (-1.80, 2.77, -9.64)
H (-0.34, 0.95, -9.50)
H (0.85, 0.44, -7.38)
H (0.37, 1.86, -5.35)
N (2.43, 5.71, -1.04)
C (2.90, 6.87, -0.48)
C (2.61, 8.12, -1.04)
C (1.85, 8.17, -2.26)
C (1.23, 7.00, -2.70)
C (1.57, 5.78, -2.07)
H (3.59, 6.83, 0.35)
H (2.99, 9.02, -0.59)
H (1.66, 9.10, -2.77)
H (0.45, 6.97, -3.45)
H (1.24, 4.83, -2.47)
C (0.65, 0.55, -0.07)
C (1.90, -0.35, -0.01)
C (2.78, -0.04, 1.27)
F (3.88, -0.84, 1.30)
F (3.06, 1.27, 1.39)
F (1.39, -1.58, 0.14)
F (2.45, -0.31, -1.24)
O (-0.11, 0.26, -1.24)
C (-1.40, -0.19, -1.00)
C (-1.86, -0.71, -2.38)
F (-1.19, -1.79, -2.81)
F (-3.13, -1.02, -2.22)
F (-1.34, -1.19, -0.07)
F (-2.10, 0.79, -0.63)
H (0.89, 1.61, -0.06)
H (0.19, 0.36, 0.90)
H (2.18, -0.34, 2.12)
H (-1.81, 0.10, -3.11)
C (7.50, 0.88, 5.18)
C (8.66, 1.98, 5.38)
C (9.02, 2.64, 4.05)
F (9.52, 1.79, 3.20)
F (8.00, 3.21, 3.43)
F (8.27, 2.85, 6.27)
F (9.80, 1.44, 5.89)
O (7.09, 0.29, 6.42)
C (6.77, -1.16, 6.42)
C (6.65, -1.77, 7.84)
F (6.22, -3.00, 7.75)
F (7.80, -1.67, 8.48)
F (5.60, -1.20, 5.72)
F (7.64, -1.80, 5.69)
H (7.81, 0.13, 4.45)
H (6.64, 1.35, 4.69)
H (9.70, 3.49, 4.09)
H (5.90, -1.24, 8.43)
C (-10.74, -0.72, -1.26)
C (-9.54, -0.78, -0.30)
C (-8.78, -2.10, -0.46)
F (-8.37, -2.39, -1.71)
F (-7.70, -2.21, 0.40)
F (-8.61, 0.14, -0.63)
F (-10.00, -0.45, 0.86)
O (-11.81, -1.65, -1.02)
C (-13.15, -1.25, -1.25)
C (-14.00, -2.43, -0.69)
F (-13.65, -2.72, 0.59)
F (-15.31, -2.31, -0.74)
F (-13.46, -0.08, -0.65)
F (-13.28, -1.19, -2.53)
H (-10.45, -0.92, -2.29)
H (-11.14, 0.29, -1.38)
H (-9.37, -2.99, -0.23)
H (-13.71, -3.35, -1.20)
C (2.19, -4.50, -4.94)
C (3.64, -4.93, -4.47)
C (3.79, -6.35, -3.99)
F (2.89, -6.56, -2.99)
F (3.72, -7.37, -4.90)
F (4.67, -4.64, -5.34)
F (3.93, -4.20, -3.41)
O (1.52, -5.45, -5.77)
C (1.25, -5.15, -7.18)
C (0.17, -6.14, -7.69)
F (-0.79, -6.38, -6.79)
F (-0.33, -5.79, -8.84)
F (0.76, -3.89, -7.17)
F (2.35, -5.12, -7.84)
H (2.26, -3.48, -5.30)
H (1.57, -4.41, -4.05)
H (4.78, -6.40, -3.54)
H (0.60, -7.14, -7.74)

E_HOMO: -0.3641 Eh
largest force on an atom: 5.77 eV/A

These are the Löwdin partial charges, in e, on atoms 1 to 6: -0.293 0.690 -0.320 -0.269 -0.328 -0.045

Density functional theory data (ωB97M-V/def2-TZVPD) for 9 unconnected molecules or ions with the total composition C51H82F5N2O12S in a non-equilibrium geometry.

CARTESIAN COORDINATES (ANGSTROEM)
C (5.92, 1.10, 3.58)
C (4.94, 0.36, 2.70)
O (3.93, 1.26, 2.16)
C (3.65, 1.08, 0.86)
O (4.47, 0.98, -0.01)
C (2.16, 1.03, 0.56)
C (1.28, 1.71, 1.63)
C (0.06, 2.44, 1.00)
C (-1.23, 1.74, 1.26)
C (-1.61, 0.72, 0.41)
C (-2.78, 0.03, 0.61)
C (-3.12, -1.07, -0.36)
O (-2.99, -2.22, -0.06)
O (-3.53, -0.66, -1.57)
C (-3.60, 0.33, 1.71)
C (-4.86, -0.46, 1.88)
S (-4.47, -1.86, 2.98)
C (-6.10, -2.48, 3.48)
C (-7.21, -2.31, 2.45)
C (-3.19, 1.33, 2.57)
C (-4.00, 1.76, 3.80)
F (-3.15, 1.80, 4.87)
F (-4.91, 0.82, 4.14)
C (-4.71, 3.08, 3.63)
C (-4.89, 3.68, 2.39)
C (-5.55, 4.90, 2.32)
C (-6.02, 5.51, 3.46)
C (-5.85, 4.90, 4.70)
C (-6.32, 5.56, 5.96)
F (-5.33, 6.27, 6.53)
F (-6.72, 4.65, 6.86)
F (-7.35, 6.39, 5.74)
C (-5.20, 3.68, 4.78)
N (-2.03, 2.04, 2.32)
C (-1.60, 3.18, 3.16)
C (-0.48, 2.87, 4.16)
C (0.46, 4.06, 4.37)
C (-0.24, 5.40, 4.64)
N (-1.48, 5.24, 5.43)
H (5.44, 1.52, 4.46)
H (6.46, 1.85, 3.01)
H (6.64, 0.37, 3.94)
H (4.43, -0.40, 3.30)
H (5.47, -0.14, 1.90)
H (1.92, -0.03, 0.52)
H (2.03, 1.46, -0.43)
H (0.95, 0.93, 2.31)
H (1.88, 2.45, 2.14)
H (0.20, 2.40, -0.08)
H (0.04, 3.50, 1.25)
H (-0.97, 0.47, -0.43)
H (-3.40, 0.29, -1.67)
H (-5.20, -0.86, 0.93)
H (-5.67, 0.14, 2.28)
H (-6.36, -2.02, 4.43)
H (-5.92, -3.54, 3.67)
H (-8.14, -2.63, 2.91)
H (-7.30, -1.29, 2.11)
H (-7.03, -2.98, 1.61)
H (-4.52, 3.22, 1.49)
H (-5.68, 5.40, 1.37)
H (-6.53, 6.46, 3.42)
H (-5.05, 3.22, 5.75)
H (-1.33, 4.01, 2.50)
H (-2.44, 3.54, 3.73)
H (0.05, 1.96, 3.90)
H (-0.96, 2.68, 5.11)
H (1.09, 3.83, 5.22)
H (1.13, 4.17, 3.51)
H (-0.44, 5.95, 3.72)
H (0.45, 6.00, 5.23)
H (-1.55, 5.99, 6.11)
H (-2.29, 5.38, 4.84)
C (8.49, 1.36, 8.26)
C (7.44, 1.74, 7.25)
O (7.34, 1.15, 6.19)
C (6.53, 2.88, 7.61)
H (9.08, 0.53, 7.88)
H (9.15, 2.20, 8.45)
H (8.02, 1.06, 9.20)
H (7.11, 3.79, 7.78)
H (5.98, 2.65, 8.53)
H (5.82, 3.06, 6.80)
C (-2.43, -4.96, 4.09)
C (-3.63, -5.81, 3.73)
O (-4.75, -5.35, 3.71)
C (-3.36, -7.25, 3.40)
H (-2.75, -3.94, 4.31)
H (-1.93, -5.38, 4.96)
H (-1.73, -4.94, 3.25)
H (-2.89, -7.75, 4.25)
H (-2.69, -7.32, 2.54)
H (-4.30, -7.75, 3.16)
C (-3.52, -0.59, -5.01)
C (-3.24, 0.89, -4.93)
O (-3.38, 1.47, -3.87)
C (-2.79, 1.58, -6.18)
H (-3.84, -0.92, -4.03)
H (-4.30, -0.82, -5.74)
H (-2.61, -1.12, -5.31)
H (-3.55, 1.48, -6.95)
H (-1.86, 1.12, -6.52)
H (-2.63, 2.64, -5.98)
C (1.82, 0.16, -6.81)
C (0.69, -0.69, -7.35)
O (-0.47, -0.37, -7.18)
C (1.08, -1.93, -8.11)
H (1.41, 1.02, -6.28)
H (2.43, -0.43, -6.12)
H (2.46, 0.50, -7.62)
H (1.65, -2.60, -7.48)
H (1.68, -1.66, -8.98)
H (0.18, -2.44, -8.45)
C (-5.77, 3.85, -8.56)
C (-4.33, 4.21, -8.82)
O (-3.48, 4.11, -7.97)
C (-4.00, 4.71, -10.21)
H (-5.88, 3.51, -7.53)
H (-6.41, 4.72, -8.71)
H (-6.09, 3.06, -9.23)
H (-4.57, 5.61, -10.43)
H (-4.25, 3.95, -10.95)
H (-2.93, 4.94, -10.27)
C (4.81, -4.60, 0.63)
C (5.00, -3.11, 0.53)
O (4.71, -2.36, 1.44)
C (5.56, -2.59, -0.77)
H (4.41, -4.85, 1.61)
H (4.13, -4.95, -0.14)
H (5.77, -5.10, 0.50)
H (4.91, -2.87, -1.60)
H (6.55, -3.03, -0.94)
H (5.65, -1.51, -0.73)
C (10.04, -3.59, -1.33)
C (9.05, -4.23, -2.27)
O (7.94, -4.54, -1.91)
C (9.52, -4.47, -3.68)
H (9.59, -3.48, -0.34)
H (10.93, -4.22, -1.24)
H (10.34, -2.62, -1.70)
H (10.39, -5.13, -3.68)
H (9.80, -3.52, -4.15)
H (8.72, -4.93, -4.26)
C (1.73, -6.27, -6.45)
C (1.09, -6.09, -7.81)
O (1.17, -5.05, -8.42)
C (0.34, -7.28, -8.36)
H (2.23, -5.35, -6.17)
H (0.97, -6.51, -5.71)
H (2.45, -7.08, -6.49)
H (-0.47, -7.56, -7.69)
H (1.01, -8.13, -8.47)
H (-0.07, -7.03, -9.34)

total charge: +1
E_HOMO: -0.3859 Eh
largest force on an atom: 1.18 eV/A

These are the Löwdin partial charges, in e, on atoms 1 to 6: -0.071 -0.210 -0.013 -0.494 0.124 -0.069